1.
{
  "formula": "C3H4Cl2",
  "method": "ωB97M-V/def2-TZVPD",
  "total_energy_ev": -28216.77255,
  "lumo_ha": [-0.068, -0.068],
  "charge": 0,
  "e_above_lowest_kcal_mol": 78.10,
  "symbols": ["C", "C", "C", "Cl", "Cl", "H", "H", "H", "H"],
  "coordinates": [[0.2121, 0.0242, -0.7289], [0.0741, 0.2110, 0.8030], [1.3064, 0.6026, 0.0589], [3.0493, -1.5037, -0.1233], [2.3241, 1.8981, 0.0365], [0.3775, -1.1258, -0.7867], [-0.1841, 0.4181, -1.5446], [-0.4456, 1.0369, 1.2087], [0.0094, -0.7598, 1.2197]],
  "forces_ev_per_a": [[3.25, -4.09, 3.37], [1.19, 0.77, -1.37], [-0.23, -2.82, -0.25], [-1.23, 1.44, 0.33], [-0.28, 0.05, -0.02], [-0.15, 2.23, -0.53], [-2.02, 2.20, -3.13], [-0.58, 0.58, 0.66], [0.05, -0.36, 0.95]]
}


2.
{
  "formula": "C3H4Cl2",
  "method": "ωB97M-V/def2-TZVPD",
  "total_energy_ev": -28216.04495,
  "lumo_ha": 0.010,
  "charge": 0,
  "e_above_lowest_kcal_mol": 94.88,
  "symbols": ["C", "C", "C", "H", "H", "H", "H", "Cl", "Cl"],
  "coordinates": [[0.8365, -0.6437, -0.2739], [-0.2145, 0.0416, 0.4621], [-1.0561, 0.8502, -0.1914], [1.6406, -0.2680, -1.1395], [0.4568, -1.7421, -0.6481], [-0.0404, 0.0483, 1.9422], [-1.1069, 1.2226, -1.5873], [2.0358, -0.9820, 0.9362], [-2.5517, 1.4731, 0.4998]],
  "forces_ev_per_a": [[2.36, -3.39, -2.73], [-0.79, 2.62, 2.41], [-1.38, 0.90, -3.17], [-3.24, -0.07, 1.77], [0.77, 2.78, 0.72], [-1.09, -0.24, -5.05], [0.64, -1.69, 4.71], [1.88, -0.89, 1.34], [0.86, -0.03, 0.00]]
}


3.
{
  "formula": "C3H4Cl2N2",
  "method": "ωB97M-V/def2-TZVPD",
  "total_energy_ev": -31197.32032,
  "lumo_ha": -0.029,
  "charge": 0,
  "smiles": "[H]/N=C1\\C(=N/[H])C1Cl.Cl",
  "e_above_lowest_kcal_mol": 64.05,
  "symbols": ["H", "N", "C", "C", "N", "H", "C", "Cl", "H", "Cl", "H"],
  "coordinates": [[1.4616, 1.7304, -2.1714], [1.8834, 1.0447, -1.5215], [1.0829, 0.6199, -0.6151], [-0.3017, 0.7536, 0.0000], [-1.5310, 0.8577, -0.0173], [-2.0387, 0.9562, -0.8801], [0.8436, 0.2264, 0.7796], [1.8438, 0.9532, 2.0726], [0.5747, -0.7785, 1.0460], [-2.3210, -3.3720, 1.1525], [-1.4976, -2.9915, 0.1548]],
  "forces_ev_per_a": [[-0.23, -1.09, 0.14], [-0.39, -0.01, 2.01], [-1.36, 1.28, -2.17], [1.58, 0.79, -1.86], [-0.88, -0.22, 1.52], [0.40, 0.25, -0.64], [1.08, -0.20, 1.39], [-0.55, -0.10, -0.36], [0.36, -0.71, -0.01], [1.16, 0.54, -1.38], [-1.16, -0.54, 1.36]]
}


4.
{
  "formula": "C3H4Cl2NOP",
  "method": "ωB97M-V/def2-TZVPD",
  "total_energy_ev": -41044.83146,
  "lumo_ha": 0.011,
  "charge": 0,
  "smiles": "N#C[C@](Cl)(CCl)OP",
  "e_above_lowest_kcal_mol": 0.00,
  "symbols": ["N", "C", "C", "Cl", "C", "Cl", "O", "P", "H", "H", "H", "H"],
  "coordinates": [[2.3579, -1.9049, 0.4769], [1.5853, -1.1003, 0.1865], [0.6660, -0.0760, -0.0380], [1.7805, 1.3697, -0.3700], [-0.1837, 0.1926, 1.5787], [-1.2868, 1.5757, 1.4405], [-0.2325, -0.3274, -1.0112], [-1.2008, 0.7522, -1.8785], [-0.6792, -0.7391, 1.7301], [0.6978, 0.1556, 2.2197], [-1.2068, -0.0270, -2.9935], [-2.2978, 0.1289, -1.3412]],
  "forces_ev_per_a": [[-0.47, 0.36, -0.17], [1.71, -2.60, 0.58], [-2.67, 3.28, 2.13], [-0.82, -0.21, 0.12], [2.32, -0.47, -3.45], [0.91, -0.77, 0.42], [0.80, -0.50, -0.16], [0.77, 0.90, 1.23], [-0.88, -0.42, -0.07], [-0.43, 1.21, 0.46], [-0.01, -0.73, -1.10], [-1.24, -0.04, 0.02]]
}


5.
{
  "formula": "C3H4Cl2O",
  "method": "ωB97M-V/def2-TZVPD",
  "total_energy_ev": -30264.94963,
  "lumo_ha": 0.028,
  "charge": 0,
  "smiles": "ClC(Cl)[C@@H]1CO1",
  "e_above_lowest_kcal_mol": 76.72,
  "symbols": ["Cl", "C", "Cl", "C", "C", "O", "H", "H", "H", "H"],
  "coordinates": [[0.2586, 2.1332, -0.2067], [0.8426, 0.6861, 0.5929], [2.3765, -0.0464, -0.2334], [0.0289, -0.5391, 0.3523], [-1.0022, -0.4950, -0.7486], [-1.3927, 0.0734, 0.4099], [1.1213, 1.1623, 1.5714], [0.3751, -1.4209, 1.0620], [-1.2279, 0.0644, -1.7249], [-1.3799, -1.6181, -1.0749]],
  "forces_ev_per_a": [[0.29, 0.25, -0.60], [2.29, 0.27, -0.94], [0.16, 1.11, 0.57], [-2.26, 1.67, 1.55], [-0.68, -3.40, -2.93], [-0.27, -2.01, 1.83], [-0.25, -1.79, -0.55], [-1.44, 1.60, -1.90], [1.55, -0.06, 1.54], [0.60, 2.36, 1.44]]
}


6.
{
  "formula": "C3H4Cl2O",
  "method": "ωB97M-V/def2-TZVPD",
  "total_energy_ev": -30266.64755,
  "lumo_ha": 0.029,
  "charge": 0,
  "smiles": "ClC[C@]1(Cl)CO1",
  "e_above_lowest_kcal_mol": 37.57,
  "symbols": ["Cl", "C", "C", "Cl", "C", "O", "H", "H", "H", "H"],
  "coordinates": [[-1.2446, 1.8894, -1.4063], [-1.0343, 0.6225, -0.1019], [0.0682, -0.3797, -0.3643], [-0.2787, -1.7697, -1.4745], [1.1445, -0.5884, 0.6776], [1.2846, 0.2634, -0.4103], [-0.6139, 1.3048, 0.7351], [-2.0096, 0.1550, 0.0889], [0.9617, -0.0404, 1.5686], [1.7221, -1.4569, 0.6872]],
  "forces_ev_per_a": [[0.06, -0.95, 0.18], [0.56, 1.27, 0.92], [0.26, -0.29, 0.59], [0.24, 1.08, 0.43], [-2.38, 0.99, -0.34], [1.06, 0.36, -1.91], [-1.14, -1.54, -1.00], [0.42, 0.37, 0.07], [0.19, 0.04, 1.07], [0.74, -1.33, -0.01]]
}


7.
{
  "formula": "C3H4Cl2OSi",
  "method": "ωB97M-V/def2-TZVPD",
  "total_energy_ev": -38146.11667,
  "lumo_ha": -0.006,
  "charge": 0,
  "e_above_lowest_kcal_mol": 15.79,
  "symbols": ["C", "C", "C", "O", "Si", "Cl", "Cl", "H", "H", "H", "H"],
  "coordinates": [[1.4528, 0.0788, 0.9028], [0.1301, -0.1547, 0.6557], [-0.1802, 2.5942, 0.2013], [-0.8619, 1.8198, -0.2004], [-0.6719, -0.9993, -0.7739], [-2.6572, -1.3036, -0.3580], [-0.4758, -0.2995, -2.8952], [1.6838, 0.6582, 1.8473], [2.2563, 0.2845, 0.0703], [-0.5208, -0.1462, 1.5108], [-0.1550, -2.5322, -0.9608]],
  "forces_ev_per_a": [[-0.32, 2.40, -1.18], [2.84, -1.46, 0.41], [1.23, 2.01, 0.72], [-1.96, -0.48, -1.18], [0.75, -2.61, -2.47], [0.10, 0.43, -0.03], [-0.13, -0.31, 2.37], [-0.03, -1.30, -0.85], [-1.67, -1.08, 1.56], [-0.36, 0.28, 0.34], [-0.44, 2.12, 0.30]]
}


8.
{
  "formula": "C3H4Cl2S",
  "method": "ωB97M-V/def2-TZVPD",
  "total_energy_ev": -39054.74275,
  "lumo_ha": 0.026,
  "charge": 0,
  "smiles": "S[C@H]1CC1(Cl)Cl",
  "e_above_lowest_kcal_mol": 14.64,
  "symbols": ["S", "C", "C", "C", "Cl", "Cl", "H", "H", "H", "H"],
  "coordinates": [[-1.2381, -0.5446, 1.8042], [-0.5820, 0.4032, 0.3944], [0.9130, 0.4740, 0.0052], [-0.0762, -0.1508, -0.9491], [-0.4012, 0.6876, -2.5046], [-0.1149, -1.9255, -1.1708], [-0.3071, -1.4301, 1.9462], [-1.1279, 1.3329, 0.2090], [1.5682, -0.3058, 0.4549], [1.3662, 1.4591, -0.1896]],
  "forces_ev_per_a": [[-1.06, 1.50, -0.85], [0.81, -0.13, -0.95], [-0.27, -0.93, 0.32], [-0.22, -0.11, 0.16], [-0.05, -0.28, 0.99], [0.26, 0.84, 0.18], [1.17, -0.82, -0.13], [0.12, -0.29, 0.51], [-0.46, 0.92, -0.16], [-0.30, -0.71, -0.08]]
}


9.
{
  "formula": "C3H4ClF",
  "method": "ωB97M-V/def2-TZVPD",
  "total_energy_ev": -18410.13463,
  "lumo_ha": [-0.011, -0.012],
  "charge": 0,
  "e_above_lowest_kcal_mol": 113.90,
  "symbols": ["C", "C", "C", "F", "Cl", "H", "H", "H", "H"],
  "coordinates": [[0.7213, 0.7733, -1.1435], [0.1047, 1.1812, -0.0804], [-0.7536, -1.4001, 1.1632], [-0.2358, 2.3353, 0.4951], [-0.3842, -2.2327, -0.2557], [0.8619, 1.2618, -2.0851], [0.9415, -0.2995, -1.0810], [0.0445, -1.2205, 1.9230], [-1.3004, -0.3987, 1.0644]],
  "forces_ev_per_a": [[-0.19, -0.99, -0.12], [-0.02, 0.74, 1.68], [0.30, 3.19, 0.91], [0.07, -0.66, -1.00], [-0.07, -0.40, 0.06], [0.28, 0.58, -0.22], [-0.03, 0.43, -0.39], [-0.44, -1.01, -0.69], [0.10, -1.88, -0.24]]
}


10.
{
  "formula": "C3H4ClF",
  "method": "ωB97M-V/def2-TZVPD",
  "total_energy_ev": -18414.42519,
  "lumo_ha": 0.032,
  "charge": 0,
  "smiles": "C=C(Cl)CF",
  "e_above_lowest_kcal_mol": 14.96,
  "symbols": ["C", "C", "Cl", "C", "F", "H", "H", "H", "H"],
  "coordinates": [[-0.2112, 1.8530, -0.2439], [-0.0655, 0.6430, 0.1228], [-1.3010, -0.7041, 0.0170], [1.1572, -0.0356, 0.5648], [1.5997, -0.8307, -0.5361], [0.5318, 2.5453, 0.0394], [-1.1259, 2.2809, -0.4930], [1.0175, -0.7432, 1.3540], [2.0126, 0.6000, 0.9735]],
  "forces_ev_per_a": [[-0.45, 1.90, 0.50], [-0.42, -4.36, 0.64], [0.28, 1.50, -0.24], [2.48, -0.16, 0.08], [0.13, 0.78, 0.73], [1.14, 0.61, -0.18], [-1.47, 0.42, -0.80], [-0.63, -0.41, 0.50], [-1.06, -0.28, -1.22]]
}


> What is the formula in the tenth record?

C3H4ClF